No. 1
{
  "formula": "C12H24N2O3",
  "method": "ωB97M-V/def2-TZVPD",
  "e_above_lowest_kcal_mol": 55.25,
  "e_tot_ha": -806.8429,
  "smiles": "CC(C)C[C@H](NC(=O)[C@@H](N)CC(C)C)C(=O)O",
  "homo_energy_ev": -9.57,
  "orbital_gap_ev": 10.152,
  "charge": 0,
  "species": ["C", "C", "C", "C", "C", "N", "C", "O", "C", "N", "C", "C", "C", "C", "C", "O", "O", "H", "H", "H", "H", "H", "H", "H", "H", "H", "H", "H", "H", "H", "H", "H", "H", "H", "H", "H", "H", "H", "H", "H", "H"],
  "positions_angstrom": [[0.705, -3.442, 2.813], [0.813, -2.207, 1.913], [1.849, -1.230, 2.543], [1.180, -2.701, 0.470], [0.489, -1.875, -0.624], [0.736, -0.457, -0.379], [0.547, 0.419, -1.360], [-0.016, 0.110, -2.384], [1.025, 1.806, -1.104], [1.177, 2.446, -2.438], [0.060, 2.653, -0.143], [-1.476, 2.756, -0.413], [-1.810, 3.083, -1.866], [-2.291, 1.531, 0.032], [-0.942, -2.312, -0.655], [-1.399, -3.124, 0.083], [-1.639, -1.837, -1.680], [0.108, -4.362, 2.303], [0.234, -3.139, 3.801], [1.770, -3.833, 2.990], [-0.150, -1.716, 1.797], [2.849, -1.677, 2.532], [1.963, -0.199, 2.081], [1.525, -1.148, 3.635], [1.077, -3.785, 0.306], [2.259, -2.532, 0.432], [0.936, -2.159, -1.651], [0.841, -0.075, 0.638], [1.970, 1.695, -0.628], [0.786, 3.370, -2.429], [0.613, 1.906, -3.095], [0.483, 3.649, -0.230], [0.399, 2.542, 0.992], [-1.856, 3.581, 0.145], [-1.572, 4.123, -2.229], [-1.493, 2.351, -2.533], [-2.978, 2.957, -1.833], [-1.867, 0.551, -0.454], [-2.323, 1.627, 1.203], [-3.376, 1.753, -0.369], [-1.205, -1.098, -2.215]]
}


No. 2
{
  "formula": "C12H24O10SSbSe4Y",
  "method": "ωB97M-V/def2-TZVPD",
  "e_tot_ha": -11506.7918,
  "homo_energy_ev": -1.13,
  "orbital_gap_ev": 4.838,
  "charge": -2,
  "species": ["Y", "C", "C", "O", "C", "C", "O", "C", "C", "O", "C", "C", "O", "C", "C", "O", "C", "C", "O", "H", "H", "H", "H", "H", "H", "H", "H", "H", "H", "H", "H", "H", "H", "H", "H", "H", "H", "H", "H", "H", "H", "H", "H", "O", "S", "O", "O", "O", "Se", "Sb", "Se", "Se", "Se"],
  "positions_angstrom": [[-0.445, -0.592, 0.827], [-1.932, 2.414, -0.181], [-2.105, 2.212, 1.316], [-0.987, 1.570, 1.912], [0.097, 2.411, 2.359], [0.985, 2.864, 1.208], [0.830, 1.932, 0.167], [1.743, 2.057, -0.907], [2.349, 0.706, -1.201], [1.296, -0.215, -1.472], [1.778, -1.463, -1.928], [1.885, -2.465, -0.796], [0.641, -2.615, -0.119], [-0.325, -3.479, -0.686], [-1.184, -2.781, -1.737], [-1.253, -1.407, -1.393], [-2.072, -0.634, -2.244], [-2.660, 0.506, -1.443], [-1.572, 1.192, -0.831], [-1.139, 3.123, -0.403], [-2.871, 2.788, -0.606], [-2.947, 1.546, 1.495], [-2.294, 3.176, 1.805], [0.673, 1.800, 3.054], [-0.324, 3.272, 2.888], [2.033, 2.905, 1.544], [0.694, 3.862, 0.846], [2.557, 2.741, -0.653], [1.195, 2.422, -1.786], [2.937, 0.375, -0.358], [3.001, 0.786, -2.079], [2.766, -1.344, -2.387], [1.089, -1.810, -2.703], [2.578, -2.114, -0.030], [2.213, -3.441, -1.173], [-0.977, -3.765, 0.139], [0.162, -4.364, -1.110], [-2.191, -3.206, -1.710], [-0.760, -2.869, -2.748], [-2.882, -1.260, -2.633], [-1.455, -0.264, -3.074], [-3.324, 0.096, -0.676], [-3.221, 1.187, -2.096], [-3.730, -2.277, 2.778], [-2.825, -2.080, 1.678], [-3.109, -2.888, 0.481], [-2.783, -0.597, 1.242], [-1.371, -2.288, 2.069], [3.396, 1.562, 4.840], [4.050, 0.527, 2.729], [1.786, -0.539, 2.201], [4.588, 2.211, 1.000], [5.418, -1.486, 2.586]]
}


No. 3
{
  "formula": "C12H24O4",
  "method": "ωB97M-V/def2-TZVPD",
  "e_above_lowest_kcal_mol": 250.75,
  "e_tot_ha": -772.1805,
  "homo_energy_ev": -7.60,
  "orbital_gap_ev": 7.595,
  "charge": 0,
  "species": ["C", "C", "O", "C", "H", "H", "H", "H", "H", "H", "C", "C", "O", "C", "H", "H", "H", "H", "H", "H", "C", "C", "O", "C", "H", "H", "H", "H", "H", "H", "C", "C", "O", "C", "H", "H", "H", "H", "H", "H"],
  "positions_angstrom": [[2.720, 1.966, -1.125], [2.805, 3.227, -2.046], [3.855, 3.465, -2.595], [1.562, 4.148, -2.157], [3.696, 1.548, -0.881], [2.081, 1.181, -1.531], [2.371, 2.289, -0.145], [1.839, 5.077, -2.656], [1.180, 4.388, -1.165], [0.773, 3.614, -2.688], [1.336, -1.371, -0.469], [1.823, -0.082, 0.177], [2.626, 0.600, -0.395], [1.250, 0.210, 1.585], [1.489, -1.256, -1.542], [0.350, -1.701, -0.142], [2.072, -2.151, -0.275], [1.269, 1.296, 1.679], [1.769, -0.199, 2.452], [0.216, -0.133, 1.600], [-0.784, -1.311, -1.545], [-1.338, -2.291, -0.516], [-1.103, -2.064, 0.671], [-2.180, -3.507, -0.961], [-1.600, -0.776, -2.032], [-0.319, -1.858, -2.366], [-0.130, -0.551, -1.118], [-1.587, -4.145, -1.617], [-3.103, -3.173, -1.435], [-2.540, -4.131, -0.143], [-1.504, -0.441, 3.370], [-2.698, 0.139, 2.614], [-3.673, 0.627, 3.232], [-2.722, -0.164, 1.145], [-1.509, 0.096, 4.319], [-0.557, -0.195, 2.889], [-1.624, -1.519, 3.474], [-2.019, 0.481, 0.618], [-3.753, -0.172, 0.793], [-2.340, -1.161, 0.926]]
}


No. 4
{
  "formula": "C12H24O4",
  "method": "ωB97M-V/def2-TZVPD",
  "e_above_lowest_kcal_mol": 117.36,
  "e_tot_ha": -772.3930,
  "smiles": "CC(C)=O.CC(C)=O.CC(C)=O.CC(C)=O",
  "homo_energy_ev": -9.24,
  "orbital_gap_ev": 9.732,
  "charge": 0,
  "species": ["C", "C", "C", "O", "H", "H", "H", "H", "H", "H", "C", "C", "C", "O", "H", "H", "H", "H", "H", "H", "C", "C", "C", "O", "H", "H", "H", "H", "H", "H", "C", "C", "C", "O", "H", "H", "H", "H", "H", "H"],
  "positions_angstrom": [[115.152, 30.894, 28.998], [114.260, 32.126, 28.668], [114.182, 32.471, 27.105], [113.637, 32.792, 29.487], [115.987, 31.040, 28.512], [114.602, 30.149, 28.713], [115.566, 30.890, 30.016], [114.148, 31.483, 26.521], [115.004, 33.362, 27.014], [113.292, 32.872, 26.777], [116.108, 28.569, 26.156], [114.703, 28.384, 25.599], [114.443, 27.241, 24.781], [113.813, 29.143, 25.935], [116.936, 28.525, 25.509], [116.321, 27.723, 26.712], [116.075, 29.591, 26.649], [115.407, 26.645, 24.681], [113.854, 27.155, 23.757], [113.976, 26.394, 25.459], [113.975, 31.396, 23.143], [115.426, 31.028, 23.497], [116.184, 31.977, 24.454], [115.970, 29.998, 23.088], [113.879, 32.348, 22.814], [113.574, 31.321, 24.071], [113.446, 30.789, 22.368], [117.227, 32.155, 23.918], [116.364, 31.604, 25.455], [115.649, 33.166, 24.410], [119.338, 25.706, 28.293], [118.632, 26.951, 28.774], [119.061, 28.363, 28.225], [117.616, 26.897, 29.512], [120.189, 25.954, 28.043], [118.922, 25.379, 27.387], [119.607, 24.977, 29.138], [119.564, 28.267, 27.198], [119.715, 28.914, 28.824], [118.075, 28.879, 28.160]]
}


No. 5
{
  "formula": "C12H25AlO14S",
  "method": "ωB97M-V/def2-TZVPD",
  "e_above_lowest_kcal_mol": 0.00,
  "e_tot_ha": -2166.0009,
  "homo_energy_ev": -8.30,
  "orbital_gap_ev": 3.211,
  "charge": 0,
  "species": ["Al", "S", "O", "O", "O", "O", "C", "C", "C", "O", "H", "H", "H", "H", "H", "H", "H", "C", "O", "C", "O", "O", "C", "H", "H", "H", "H", "H", "H", "C", "O", "C", "O", "O", "C", "H", "H", "H", "H", "H", "H", "C", "O", "C", "O", "O", "C", "H", "H", "H", "H", "H", "H"],
  "positions_angstrom": [[-0.305, 0.021, -2.366], [2.956, 0.473, -1.899], [2.235, -0.186, -3.020], [3.589, 1.668, -2.473], [1.936, 0.772, -0.862], [3.964, -0.391, -1.288], [-2.140, -2.889, 0.478], [-2.612, -2.917, -0.978], [-4.100, -3.282, -1.036], [-2.350, -1.785, -1.669], [-2.583, -2.063, 1.038], [-1.056, -2.776, 0.524], [-2.402, -3.790, 1.039], [-2.001, -3.740, -1.398], [-4.731, -2.457, -0.705], [-4.253, -4.197, -0.466], [-4.477, -3.498, -2.039], [-1.256, 5.959, -0.442], [-1.239, 4.521, -0.435], [-0.188, 3.847, -0.892], [-0.295, 2.702, -1.230], [0.913, 4.572, -0.800], [2.086, 4.128, -1.468], [-0.621, 6.303, 0.371], [-2.277, 6.259, -0.222], [-0.980, 6.320, -1.429], [2.344, 3.091, -1.305], [2.909, 4.743, -1.111], [2.032, 4.253, -2.552], [1.183, -4.663, -1.642], [2.071, -4.017, -0.738], [1.745, -2.811, -0.295], [0.890, -2.109, -0.781], [2.542, -2.523, 0.706], [2.179, -1.408, 1.522], [1.358, -4.313, -2.656], [0.150, -4.499, -1.330], [1.353, -5.730, -1.530], [1.240, -1.648, 2.025], [2.096, -0.523, 0.891], [2.962, -1.232, 2.252], [-1.666, -0.268, 3.695], [-1.607, -0.272, 2.279], [-0.684, 0.446, 1.652], [-0.467, 0.366, 0.482], [-0.022, 1.228, 2.496], [0.983, 2.101, 1.964], [-2.175, -1.141, 4.089], [-2.212, 0.622, 4.020], [-0.695, -0.192, 4.182], [1.709, 2.385, 2.715], [0.493, 2.956, 1.499], [1.476, 1.584, 1.138]]
}